The following is a quantum chemistry calculation of C43H39O3P2RhS as an isolated structure in a non-equilibrium geometry, from OMol25.

The geometry in ORCA input format:
```
! RIJCOSX wB97M-V def2-TZVPD def2/J DEFGRID3
* xyz 2 5
H -2.2881 -2.1643 -0.0578
C 3.1651 -1.5652 -0.8939
C 5.4752 -0.0413 -0.5124
H -1.2526 -1.4178 -4.8453
H -1.0582 -4.4722 4.2872
H 4.4528 -3.2862 -0.6932
H -4.4767 1.4590 1.2175
C 1.6116 0.3859 -5.3235
C -0.0219 -4.6251 4.0474
H 2.2648 -2.1721 -0.9993
C -1.6994 4.6643 -0.6042
H -3.5878 2.1515 5.4043
C -1.9346 1.5122 4.1514
H -5.1905 2.2064 3.4877
H -4.3145 1.4079 -1.3778
C -3.1158 -1.6794 -0.5700
H 2.8870 1.1605 -3.7695
H -0.4539 0.9359 2.6738
P -1.7830 0.6143 0.1685
H 1.4347 2.9942 -3.0163
C 0.4346 -0.3183 -5.6424
H 6.5378 -1.9327 -0.3836
C -1.8917 2.2723 -2.0098
O 0.6208 -1.8598 1.5025
C 3.0706 -0.1662 -0.8952
H -1.4777 3.4267 1.1391
C -2.4218 1.1063 1.8112
H 2.8919 -6.8709 6.0127
H -0.7183 4.0827 -4.4375
C -5.2131 -1.8557 -1.7865
C -4.1322 -2.4584 -1.1353
C -5.2603 -0.4592 -1.8710
H 2.3877 -3.2899 2.0978
C 1.9285 -3.9638 2.8130
C -1.9686 4.7064 -1.9799
H 6.3723 0.5590 -0.3375
C -1.6344 3.4413 0.0672
H 2.2560 0.7296 -6.1438
C 2.8310 -6.9858 4.9266
C 1.9475 0.6400 -3.9783
H -0.4169 4.7009 -4.1446
C 1.6188 3.2813 -1.9820
P 1.3934 0.5618 -1.1857
H -6.0144 -2.4734 -2.2192
O -1.5543 -2.9735 1.8887
C -2.0497 3.4820 -2.6477
C -3.7520 1.4771 2.0336
C 5.5695 -1.4346 -0.5354
H 4.1826 1.6879 -0.6557
C 4.4084 -2.1985 -0.7137
C -1.7965 2.2353 -0.6212
C -0.0250 -0.5685 -3.2647
H -2.0564 5.6759 -2.4893
C -1.4991 1.1629 2.8651
C 2.6462 -5.0166 3.3655
H -4.0771 -3.5447 -1.0521
S -0.3761 -2.3939 2.5090
H 3.8556 -7.0229 4.5685
C -4.1653 1.8828 3.3160
C 2.0555 4.1242 0.6559
H 3.6946 -5.1359 3.0532
H -1.2064 1.4924 4.9650
C -4.2447 0.3248 -1.2984
C 1.0916 0.2261 -2.9408
C 1.8380 2.7696 0.3734
Rh 0.1339 -0.3546 0.2136
H -1.5462 5.5859 -0.0507
H 2.2656 6.1318 -0.1659
C 2.0371 -5.8787 4.2895
H 1.7765 5.3960 -2.4934
C -3.1579 -0.2810 -0.6427
H 1.8093 2.0594 1.2027
C -3.2587 1.8724 4.3909
C 0.6837 -5.6851 4.6072
H 0.1634 -6.3550 5.3065
C 1.8322 4.6402 -1.6983
C 4.2315 0.6005 -0.6887
C -0.3619 -0.8214 -4.6032
C 0.6019 -3.7434 3.1563
H 0.1526 -0.4879 -6.6989
H 2.4128 -7.9758 4.7240
H -0.6473 -0.9972 -2.4732
H -2.2207 3.3449 -3.7195
H 2.1980 4.4559 1.6893
H -1.9050 1.3818 -2.6356
H -6.1010 0.0151 -2.3832
O -0.6244 -1.4938 3.6213
C 1.6479 2.3299 -0.9517
C 2.0815 5.0657 -0.3841
*
```

Computed properties:
Kohn-Sham gap (alpha / beta): 7.111 / 3.848 eV
LUMO (alpha / beta): -5.47 / -9.73 eV
HOMO (alpha / beta): -12.585 / -13.577 eV



The following is a quantum chemistry calculation of C43H40Cl2N4O5PSbZr as an isolated structure in a non-equilibrium geometry, from OMol25.

The geometry in ORCA input format:
```
! RIJCOSX wB97M-V def2-TZVPD def2/J DEFGRID3
* xyz 2 1
C 0.3591 3.7740 2.0582
C 0.7158 -3.3394 2.8376
N -1.1847 1.7502 -0.9952
C -2.2688 -3.2046 1.2403
H 4.9356 1.3735 6.0170
C 4.0151 3.0114 -0.5755
H 2.0581 4.7359 2.9453
H -0.7555 -4.1841 -1.0470
C 2.1909 1.9367 4.1197
O 1.7616 -1.6096 -0.5813
P -0.6929 -2.4951 0.6059
C 2.1563 -5.2558 2.9524
Cl 1.6406 0.9252 -1.9833
H 5.7784 3.4479 -1.7057
C -3.0775 0.2584 -0.5340
C -3.1839 2.0549 -2.2805
C 2.7797 1.8997 2.8588
H 0.7173 6.5014 4.0317
H 1.6702 5.2915 0.3271
C -2.4588 0.8078 3.1773
C -1.7829 4.7823 2.5297
C -4.2983 -4.4690 0.9437
C 0.9808 4.7544 2.8267
C 4.3282 1.5133 5.1327
H -0.9049 4.4397 -2.9943
H 1.7024 -3.9868 4.6216
C 1.9675 -5.4778 1.5979
H -1.8536 -2.6002 3.2662
H -3.1796 3.6668 -3.7030
H 1.1284 2.1286 4.2172
C -1.1565 5.7550 3.2942
N -0.5999 -1.1437 -2.0993
C -0.6868 2.8510 -1.5834
C 1.1382 -4.6452 0.8614
H -5.3889 -4.9384 2.7265
C 0.4893 -3.5826 1.4812
C 3.4467 5.7213 -0.7915
C 2.8655 3.5293 0.0179
Sb 1.5453 2.2450 1.1329
H 4.2367 1.9566 -0.5258
H -1.7438 6.5270 3.7730
O 3.3217 -2.2181 1.1045
H -1.3112 -3.0255 -5.4214
H 1.0402 -4.8171 -0.2018
H -1.5163 3.0533 1.2908
H -2.5044 -0.6590 -0.6661
C -1.0246 3.7971 1.9097
H 2.7951 -5.9147 3.5249
H -2.8597 4.7953 2.4146
H -2.9497 -0.0719 3.6001
C -1.3685 3.5734 -2.5445
C -1.1135 -2.4994 -4.4973
Zr 0.3802 -0.0026 -0.2377
C 4.8835 3.8548 -1.2529
H 5.2934 5.8668 -1.8696
H -1.0226 -4.2702 -3.2916
H -4.1834 1.7198 -2.5227
Cl 2.5484 -1.1881 0.5893
C 4.9131 1.4611 3.8761
C -0.7454 -0.4894 -3.2835
H -1.1259 -0.5188 -5.3722
O 1.4935 -0.7526 1.5163
C 0.2249 5.7420 3.4386
C -2.6279 3.1476 -2.9309
H 2.4739 -6.2966 1.1045
H -3.8361 -3.7072 4.2065
C -1.0177 -1.1049 -4.4718
C 4.6066 5.2103 -1.3524
C -3.1784 -3.8491 0.4062
H -4.1020 0.7634 1.2581
N -0.6797 -3.1825 -0.9592
H -1.5338 0.9906 3.7174
C -3.6525 -3.7479 3.1408
H 3.2225 6.7768 -0.8752
H 2.5125 1.8092 6.2350
N -3.1870 0.5520 0.8912
H -4.0826 0.0798 -0.9050
C -2.4461 1.3924 -1.3165
H -4.9883 -4.9847 0.2893
C -2.1640 0.5599 1.7353
H 5.9749 1.2767 3.7777
H -0.6079 0.5803 -3.2557
C -0.7222 -2.4862 -2.1331
C 4.1431 1.6571 2.7374
O -0.9953 0.3489 1.3400
H -3.0304 -3.8741 -0.6652
C 1.5382 -4.1777 3.5694
C 2.5726 4.8835 -0.1117
O 3.2851 -0.0408 0.2275
C -2.5344 -3.1274 2.6091
C -4.5269 -4.4344 2.3105
C 2.9672 1.7530 5.2544
H -3.1262 1.6591 3.3064
H 4.6190 1.6382 1.7672
H 0.2750 -2.4717 3.3141
C -0.9573 -3.1910 -3.3252
H 0.3016 3.1722 -1.2843
*
```

Computed properties:
Kohn-Sham gap: 7.482 eV
LUMO: -5.85 eV
HOMO: -13.335 eV



The following is a quantum chemistry calculation of C43H41As2Cl2N3OPS2Ti as an isolated structure, from OMol25.

The geometry in ORCA input format:
```
! RIJCOSX wB97M-V def2-TZVPD def2/J DEFGRID3
* xyz 1 1
C 2.8372 -5.3266 1.4158
S -0.0492 1.0677 4.7669
C 3.1416 2.2284 -1.7966
H 0.3962 0.6251 -3.9898
H 5.8393 -3.2412 0.7185
C 2.4535 1.2142 -3.8681
H -1.9790 6.5753 -0.8824
C -3.7755 4.1199 -2.1545
H 0.8123 -4.8023 -1.8049
C 1.1621 1.0901 -3.3799
H 3.9153 2.6631 -1.1778
H -0.9865 5.1396 -1.2012
H -5.4101 -1.0617 3.9875
H 3.4157 -5.4941 2.3167
C 3.4413 1.7859 -3.0765
H -1.7622 2.7572 5.2030
H 3.5315 -3.9803 3.8930
H -3.2095 -1.5030 -4.6027
C -1.5996 -0.0868 -1.9796
H 3.7687 -2.2644 4.2599
H -2.2966 4.4572 -5.1788
H 2.2736 -7.3905 1.2535
C -2.7856 -2.4812 -2.7393
C -0.6705 3.0164 3.3143
H 1.6191 2.4508 -0.3028
C 5.4656 -3.2323 1.7416
H 1.0764 -1.6060 -3.4136
H -0.2381 6.6164 -0.5862
H 4.4509 1.8757 -3.4557
C -1.3269 5.5166 0.8632
H 2.6913 0.8569 -4.8615
Ti -1.2920 2.0494 1.0472
H 6.0973 -2.5753 2.3387
H 4.4157 -1.6655 -0.9191
C -1.8418 5.2758 3.2323
H -2.1847 0.6279 -3.9263
C 1.4609 -6.2012 -0.3350
H -4.6040 4.4891 -1.5626
H 3.7893 -1.1188 -2.4783
C -2.2165 -2.3576 -1.4795
H -3.2555 -3.4109 -3.0323
Cl -4.4806 1.3154 2.8311
H -2.2324 -3.1895 -0.7866
C -2.4840 -0.4397 2.3453
C 2.7498 -4.0477 0.8773
C 3.2296 -2.9694 3.6251
H 4.0551 -2.8570 -2.1941
N 0.3163 2.3422 2.6054
C -2.8354 2.8635 -0.1530
C -3.7555 -0.2549 2.9224
C 2.1966 -6.4019 0.8196
C 1.8330 0.4164 2.7730
C -1.5744 3.1903 -3.6102
O -3.5238 3.3322 0.7283
C 2.0214 -3.8461 -0.3061
H -2.1484 5.4050 4.2565
H 2.1595 -2.8639 3.8084
As 1.8962 -2.0442 -1.0767
H 1.7357 -3.2510 -3.3444
C -3.5701 4.5479 -3.4551
C 0.7405 1.2887 3.2680
C -2.7618 -1.4100 -3.6224
H -4.2548 5.2508 -3.9106
Cl -0.2949 -2.0244 1.9851
H 2.7668 0.9800 2.7472
H 0.1095 -2.8933 -2.7045
H 1.9654 -0.4536 3.4114
C -4.4321 -1.2661 3.5753
C 0.8509 1.5459 -2.0997
H -1.1764 -1.0597 -0.1223
C -1.9168 -1.7090 2.5345
C -2.4636 4.0969 -4.1721
C 3.7441 -1.9178 -1.7384
C -2.5832 -2.7349 3.1800
C 1.1249 -2.5168 -2.8195
C -2.8785 3.2223 -1.5888
C 1.8494 2.1080 -1.3071
P -0.8244 1.4584 -1.4234
H 0.9543 -7.0323 -0.8089
C -1.0153 2.4375 4.4958
H -2.0942 -3.6936 3.2819
N -1.8495 0.5757 1.6694
S -2.1008 6.4808 2.0529
C -1.1810 4.2339 2.6720
H 1.6145 0.0705 1.7615
C -1.7939 2.7327 -2.3170
H -0.7143 2.8495 -4.1728
As 3.6346 -2.5349 1.7555
C 1.3810 -4.9334 -0.8942
H -4.3769 -3.3172 4.1961
C -3.8504 -2.5185 3.6931
C -1.1298 5.9891 -0.5363
C -2.1760 -0.2113 -3.2430
N -0.9150 4.3654 1.3214
H 5.5111 -4.2420 2.1473
C -1.6235 -1.1637 -1.1006
*
```

Computed properties:
Kohn-Sham gap: 7.188 eV
LUMO: -2.81 eV
HOMO: -10.000 eV



The following is a quantum chemistry calculation of C43H41CsN7OP2SSe2 as an isolated structure in a non-equilibrium geometry, from OMol25.

The geometry in ORCA input format:
```
! RIJCOSX wB97M-V def2-TZVPD def2/J DEFGRID3
* xyz -1 1
C 0.7576 1.6460 -4.0363
N 3.1319 -1.8548 2.4061
H 4.1358 -0.5409 1.1949
H 3.3850 -2.2293 -0.5617
H -2.0815 -6.9175 3.5502
C 3.1350 0.5088 2.7830
C 0.2089 -5.3414 -2.2823
H 3.4884 1.4857 2.4833
C -0.1940 1.5024 -3.0297
C -1.7218 6.6263 -2.7417
C -6.9310 1.9210 -0.6527
C 2.0612 5.8052 -0.0473
N -3.1036 1.3675 0.8128
C 3.1441 -4.3440 -0.3296
H 4.5606 -3.1940 -1.4720
C -2.1463 5.9219 -1.6268
C 4.2678 -4.1351 4.1118
C 4.0124 -3.1207 -0.5314
Cs -0.8272 -2.1551 1.3474
H 0.5918 -5.3241 -3.3034
C -1.4376 0.9621 -3.3424
H 0.9282 -5.6001 -0.2744
P -3.2953 3.7422 -0.3196
C 2.2998 0.3489 3.8771
N -2.4106 0.2714 0.9754
H 3.7582 -5.2574 -0.3344
C 0.8177 3.4751 -0.9281
H 5.6225 -6.4446 6.1935
Se 1.9105 0.5407 -0.8435
H -1.4248 6.5857 -4.8661
Se -3.4489 4.9559 1.3890
H 1.2152 -1.0978 5.0498
C 1.1891 5.1252 0.7902
H -1.3453 7.6345 -2.6261
H -0.2982 -4.3969 -2.0830
C 3.5076 -0.6230 2.0758
H -7.4635 1.1326 -0.1359
P 0.2716 1.7773 -1.2874
H 1.9934 1.2001 4.4721
H 3.2228 -6.7805 6.7048
H 2.9810 5.8536 -1.9858
H 2.6301 -4.2863 0.6384
C 3.5254 -6.0421 5.9718
C 5.2304 -4.9103 4.7361
H 1.8863 3.7953 -2.7618
C 1.8822 -3.3887 3.8364
O 2.1982 -4.4016 -1.3768
C -4.9527 3.2649 -0.9191
H 4.7165 -3.0283 0.2957
C -0.8086 0.8114 -5.6570
H -1.4535 -6.3600 5.0248
C -1.2172 1.5100 -0.3265
C -0.8898 -5.3023 3.3928
N 0.6226 -3.5872 3.6871
C 4.8688 -5.8571 5.6835
C -2.4348 2.1808 -0.0253
C -1.7437 0.6191 -4.6511
H 2.5589 6.7029 0.2985
H -5.1709 1.7454 0.5731
H -1.0450 0.5389 -6.6780
C -2.7151 4.0556 -3.0309
H -7.3175 4.1386 -3.1799
C 1.8680 -0.9256 4.2046
H 1.1878 1.4477 -6.1230
C 2.3039 5.3251 -1.3255
C -7.5276 2.5865 -1.7140
H 6.2765 -4.7654 4.4940
C -5.5691 3.9585 -1.9571
H -2.3413 4.2947 -5.1225
C 2.3177 -2.0096 3.4515
C 1.3380 -5.5177 -1.2875
N -1.7569 -6.1333 4.0890
C -5.6481 2.2581 -0.2505
C 1.6872 4.1648 -1.7656
C -1.7743 6.0390 -3.9983
C -2.2766 4.7554 -4.1440
H 1.9014 -6.4386 -1.5035
C 2.9089 -4.2929 4.4120
N 0.0040 -4.6948 4.1162
H 0.9825 5.4944 1.7866
C 0.5774 3.9603 0.3571
H -2.1745 0.8073 -2.5633
H -0.0882 3.4306 1.0266
C -6.8503 3.6103 -2.3579
H -5.0506 4.7701 -2.4495
C 0.4446 1.3214 -5.3457
H -2.1189 6.3738 -0.6433
S -1.0472 -5.2977 1.6878
C 2.5558 -5.2790 5.3406
H -3.1489 3.0740 -3.1491
H 1.5128 -5.4283 5.5726
H -8.5285 2.3176 -2.0292
H -2.7125 0.1944 -4.8813
H -0.5087 -6.1554 -2.1757
N -1.2730 0.3191 0.3151
H 1.7556 1.9788 -3.7839
C -2.6313 4.6279 -1.7664
H 4.5650 -3.4028 3.3760
*
```

Computed properties:
Kohn-Sham gap: 6.811 eV
LUMO: 2.09 eV
HOMO: -4.721 eV



The following is a quantum chemistry calculation of C43H42As2BF4IrNO10Te as an isolated structure in a non-equilibrium geometry, from OMol25.

The geometry in ORCA input format:
```
! RIJCOSX wB97M-V def2-TZVPD def2/J DEFGRID3
* xyz 1 5
C -1.0234 -1.9193 -3.1930
O 1.7346 -2.9327 -1.9367
C 2.4907 -1.3367 1.2362
C -0.3980 3.1530 1.7848
H -0.6468 4.6931 -3.0798
C -1.0351 3.6976 -3.2103
H -0.3339 -3.1643 1.9138
C -2.0860 -1.8001 0.3442
H -2.8797 4.1055 -2.2051
H -2.9167 5.2412 0.8954
C 2.0524 -4.1134 -2.6602
H 6.6057 0.4959 2.4967
C 0.4624 5.2123 0.9078
C -1.6977 3.6226 1.5867
Te -2.8474 -0.8455 -3.7994
N -1.7416 -1.4653 -0.8586
F -5.8500 0.9260 -1.3581
H 5.3624 2.1628 -0.8998
H 4.9440 -2.8162 -0.1957
H 2.0282 -1.0111 -3.4344
C 4.4695 2.1325 1.2669
O 1.5468 2.6880 -1.2285
C 5.0613 -1.7393 -0.3102
O -1.6554 1.0831 0.2346
C 1.9063 -0.7583 2.4035
C 3.9356 0.8964 0.5932
C 0.6759 3.9589 1.4597
H -3.8298 1.8847 -2.6360
H 1.5304 -4.9774 -2.2460
H -4.0579 -5.9615 0.2745
C 2.1513 -2.9248 -0.6333
H -3.7860 1.5472 4.1327
C -1.9047 4.8915 1.0371
H 1.3079 5.8299 0.6496
H 0.3233 0.7229 3.8680
H 6.1232 -1.5408 -0.4535
H 0.5947 -0.8659 4.5953
O 2.6064 -0.2217 3.2557
C -4.2858 -1.0815 4.7041
O 5.6948 2.1997 1.7698
C -0.8251 5.6791 0.6936
C -2.5021 -0.8527 1.3584
H -0.2015 0.7537 -4.6829
O 3.6421 3.1812 -1.5535
C -3.2400 -5.3547 0.6289
C -2.2862 0.5669 1.2281
Ir -1.9747 0.3546 -1.5728
C -2.0118 1.1244 -3.5788
C 3.0110 1.1036 -0.3600
C -3.4139 0.8728 3.3745
H 2.2099 0.7556 -3.3802
O -3.9701 3.4022 2.1974
C -0.2877 2.7601 -3.9151
F -4.5049 -0.8885 -1.4689
F -6.6653 -1.0530 -2.1564
C -2.7873 2.0750 -2.8734
C -3.5947 -0.5060 3.5168
H -2.3328 -6.9396 1.7355
H -4.5580 -0.3063 5.4145
C -1.2278 -5.1185 1.9195
C 5.0285 2.9052 -1.6220
C -2.7951 1.4026 2.2625
C 0.0997 -0.3417 3.7740
F -5.1271 0.1508 -3.3778
H 1.7474 -3.9377 -3.6887
C -3.1691 -4.0227 0.2632
C 6.6755 1.1949 1.6531
H -0.1696 -1.2414 -3.1210
H -0.8017 -2.7340 -3.8810
C -2.1162 -3.2368 0.7295
H 5.5463 3.8463 -1.4367
C 2.7122 2.4043 -1.0197
H 3.4977 -0.2841 -2.7663
H -3.3509 -2.3921 2.5700
H 6.6045 0.6445 0.7057
As 4.3873 -0.9014 1.3590
C -0.7627 1.4772 -4.1043
H -3.6356 -1.8019 5.1998
B -5.6379 -0.2112 -2.0400
H -0.9711 -0.5111 3.8009
H 3.1264 -4.3024 -2.6098
C -2.2780 3.3641 -2.7059
H 0.6721 3.0387 -4.3194
C -2.8916 2.8838 2.0203
H -0.5253 -3.0694 -1.4289
O 0.5665 -0.8395 2.5234
C -2.2692 -5.9022 1.4517
H -3.9401 -3.5753 -0.3472
H 1.6838 3.6256 1.6412
C 2.4189 -0.1782 -2.8588
H -2.2204 -3.1912 -1.9427
H 7.6292 1.7211 1.6974
C -1.3734 -2.5004 -1.8247
C 2.0055 -1.6354 -0.0321
H -0.9813 6.6598 0.2688
H 5.2627 2.5578 -2.6329
C -1.1431 -3.7841 1.5576
H -0.2339 2.1760 2.2138
As 1.5489 -0.0263 -1.0632
O 2.6266 -3.9048 -0.0962
H 4.5119 -1.4166 -1.1918
O 3.7530 3.0991 1.3623
C -3.1543 -1.3337 2.4923
H -0.4822 -5.5414 2.5732
H -5.1858 -1.6137 4.3941
*
```

Computed properties:
Kohn-Sham gap (alpha / beta): 7.134 / 4.868 eV
LUMO (alpha / beta): -3.77 / -5.94 eV
HOMO (alpha / beta): -10.900 / -10.804 eV



Number 1: total energy -83768.563 eV. Number 2: total energy -103574.264 eV. Number 3: total energy -252566.857 eV. Number 4: total energy -218391.218 eV. Number 5: total energy -210586.117 eV.